Run P
A cluster of 2 separate species, C4H10NO2 in total. Source: OMol25; level of theory: ωB97M-V with the def2-TZVPD basis set.

Calculated values
Highest occupied orbital energy, eV: -14.70
HOMO-LUMO gap, eV: 11.1626

The geometry in ORCA input format:
```
! RIJCOSX wB97M-V def2-TZVPD def2/J DEFGRID3
* xyz 1 1
C -1.30 1.55 -1.27
C -1.64 2.16 -0.14
N -0.57 0.26 -1.19
H -1.54 1.89 -2.26
H -1.97 3.19 -0.10
H -1.52 1.67 0.81
H 0.03 0.19 -0.33
H -1.25 -0.51 -1.07
H -0.10 0.06 -2.08
O 1.96 -0.84 2.41
C 1.52 -0.96 1.33
O 1.62 0.08 0.41
C 0.82 -2.15 0.72
H 2.02 0.81 0.93
H 0.91 -2.13 -0.36
H -0.22 -2.18 1.04
H 1.23 -3.08 1.13
*
```

=====

Run Q
The ion C4H10NO2 with charge +1. Source: OMol25; level of theory: ωB97M-V with the def2-TZVPD basis set.

Calculated values
Highest occupied orbital energy, eV: -13.96
SMILES: C[C@H]([NH3+])CC(=O)O
HOMO-LUMO gap, eV: 10.2376

The geometry in ORCA input format:
```
! RIJCOSX wB97M-V def2-TZVPD def2/J DEFGRID3
* xyz 1 1
C -0.41 -0.34 1.95
C 0.51 0.04 0.83
C -0.17 0.73 -0.24
C -0.68 -0.29 -1.29
O -0.15 -0.14 -2.47
O -1.44 -0.98 -0.75
N 1.79 0.79 1.45
H -0.59 -1.42 1.99
H -1.25 0.25 1.69
H 0.17 -0.04 2.90
H 0.99 -1.00 0.65
H 0.48 1.43 -0.96
H -1.06 1.26 -0.06
H -0.36 -1.02 -3.00
H 2.61 1.04 0.86
H 2.08 0.35 2.36
H 1.61 1.80 1.73
*
```

=====

The most stable of them is run P.

=====

Run P
A cluster of 2 separate species, C7H12O in total. Source: OMol25; level of theory: ωB97M-V with the def2-TZVPD basis set.

Calculated values
<S²>: 0.77
Highest occupied orbital energy (spin up / spin down), eV: -0.05 / -2.61
HOMO-LUMO gap (spin up / spin down), eV: 3.4397 / 5.9177

The geometry in ORCA input format:
```
! RIJCOSX wB97M-V def2-TZVPD def2/J DEFGRID3
* xyz -1 2
C -0.94 -0.85 1.92
C -1.90 -0.44 2.83
C -0.35 1.47 1.15
C -0.13 0.10 1.19
C 0.84 -0.48 0.24
C 0.59 -1.50 -0.60
C 1.59 -2.00 -1.63
H -0.67 -1.90 1.82
H -2.60 -1.19 3.15
H -2.03 0.58 3.15
H -0.99 1.99 1.84
H 0.20 2.01 0.40
H 1.87 -0.12 0.28
H -0.29 -2.13 -0.55
H 2.52 -1.41 -1.54
H 1.93 -3.02 -1.46
H 1.17 -1.78 -2.61
H 0.17 3.07 -3.63
H -0.94 3.72 -2.86
O -0.02 3.86 -3.11
*
```

=====

Run Q
A structure of composition C7H12O. Source: OMol25; level of theory: ωB97M-V with the def2-TZVPD basis set.

Calculated values
<S²>: 0.76
Highest occupied orbital energy (spin up / spin down), eV: -0.76 / -2.29
HOMO-LUMO gap (spin up / spin down), eV: 4.8834 / 6.3729

The geometry in ORCA input format:
```
! RIJCOSX wB97M-V def2-TZVPD def2/J DEFGRID3
* xyz -1 2
C -1.92 -1.82 -0.93
C -2.60 -0.44 -0.60
C -1.92 0.22 0.65
C 3.06 0.61 0.84
C 1.93 0.38 0.18
O 1.86 0.73 -1.18
C 0.71 0.13 0.94
C -0.53 0.48 0.34
H -1.11 -1.76 -1.71
H -1.61 -2.42 -0.03
H -2.68 -2.34 -1.58
H -3.76 -0.57 -0.39
H -2.17 0.16 -1.59
H -2.65 1.10 0.89
H -1.90 -0.44 1.54
H 3.09 0.63 1.97
H 3.92 1.09 0.36
H 0.94 0.52 -1.32
H 0.71 -0.52 1.82
H -0.03 1.32 0.89
*
```

=====

Run R
A structure of composition C7H12O. Source: OMol25; level of theory: ωB97M-V with the def2-TZVPD basis set.

Calculated values
<S²>: 0.76
Highest occupied orbital energy (spin up / spin down), eV: -1.35 / -1.30
HOMO-LUMO gap (spin up / spin down), eV: 5.2342 / 5.1793

The geometry in ORCA input format:
```
! RIJCOSX wB97M-V def2-TZVPD def2/J DEFGRID3
* xyz -1 2
O -0.08 2.67 0.26
C -0.22 2.07 -1.12
C -0.87 0.89 -1.41
C -0.11 -0.35 -1.58
C 0.89 -0.56 -0.43
C 0.30 -0.37 0.95
C -0.35 -1.75 1.32
C 0.38 -2.68 2.01
H 0.18 2.73 -1.84
H -1.04 2.66 -0.48
H -1.97 0.97 -1.56
H 0.46 -0.44 -2.53
H -0.72 -1.37 -1.56
H 1.39 -1.65 -0.29
H 1.79 0.09 -0.69
H 1.07 -0.11 1.66
H -0.47 0.44 0.97
H -1.42 -2.04 1.08
H -0.14 -3.48 2.39
H 1.42 -2.67 2.31
*
```

=====

The most stable of them is run P.

=====

Run P
The molecule C5H8ClN. Source: OMol25; level of theory: ωB97M-V with the def2-TZVPD basis set.

Calculated values
Highest occupied orbital energy, eV: -11.21
SMILES: CC[C@](C)(Cl)C#N
HOMO-LUMO gap, eV: 11.9687

The geometry in ORCA input format:
```
! RIJCOSX wB97M-V def2-TZVPD def2/J DEFGRID3
* xyz 0 1
C 0.08 0.92 1.32
C -1.28 0.86 -1.19
C 1.42 -0.95 0.92
C -0.07 -0.11 -0.90
C 0.12 -0.33 0.56
N -0.05 2.02 1.63
Cl -1.21 -1.37 1.34
H -2.26 0.42 -0.76
H -1.44 0.77 -2.27
H -1.03 1.80 -0.76
H 1.38 -1.97 0.28
H 2.12 -0.29 0.43
H 1.44 -1.23 2.01
H 0.81 0.50 -1.07
H -0.04 -1.04 -1.55
*
```

=====

Run Q
The molecule C5H8ClN. Source: OMol25; level of theory: ωB97M-V with the def2-TZVPD basis set.

Calculated values
Highest occupied orbital energy, eV: -8.22
SMILES: C=C(Cl)N=C(C)C
HOMO-LUMO gap, eV: 8.7761

The geometry in ORCA input format:
```
! RIJCOSX wB97M-V def2-TZVPD def2/J DEFGRID3
* xyz 0 1
C -3.12 -1.11 0.18
C -2.09 -0.20 0.12
C 0.18 -0.06 -0.21
C 1.57 -0.52 0.21
C 0.23 0.82 -1.46
N -0.87 -0.59 0.24
Cl -2.42 1.38 -0.22
H -4.07 -0.64 0.16
H -2.83 -2.11 0.35
H 1.67 -1.58 0.22
H 1.81 -0.19 1.28
H 2.17 -0.09 -0.60
H 1.01 0.28 -2.06
H 0.51 1.78 -1.16
H -0.70 0.95 -1.99
*
```

=====

The most stable of them is run P.

=====

Run P
A cluster of 3 separate species, C3H12O3 in total. Source: OMol25; level of theory: ωB97M-V with the def2-TZVPD basis set.

Calculated values
Highest occupied orbital energy, eV: -10.16
SMILES: CCCO.O.O
HOMO-LUMO gap, eV: 10.8106

The geometry in ORCA input format:
```
! RIJCOSX wB97M-V def2-TZVPD def2/J DEFGRID3
* xyz 0 1
C 1.25 0.20 1.09
O 2.22 1.15 1.63
C 0.77 0.76 -0.23
C -0.74 0.97 -0.31
H 1.73 -0.78 1.06
H 0.47 0.20 1.85
H 3.00 0.70 1.98
H 1.30 1.65 -0.55
H 1.01 0.05 -1.02
H -1.33 0.12 0.01
H -1.03 1.90 0.18
H -1.10 1.18 -1.32
H 1.74 -2.26 -2.46
H 0.29 -2.22 -1.95
O 0.83 -2.43 -2.72
H -3.37 0.38 1.04
H -3.80 -1.00 0.53
O -3.23 -0.57 1.18
*
```

=====

Run Q
A cluster of 4 separate species, C3H12O3 in total. Source: OMol25; level of theory: ωB97M-V with the def2-TZVPD basis set.

Calculated values
Highest occupied orbital energy, eV: -10.00
SMILES: C=CC.O.O.O
HOMO-LUMO gap, eV: 10.5389

The geometry in ORCA input format:
```
! RIJCOSX wB97M-V def2-TZVPD def2/J DEFGRID3
* xyz 0 1
C 0.31 1.14 1.76
C 0.68 -0.12 1.00
C 0.63 -1.33 1.59
H -0.02 1.91 1.07
H -0.48 0.89 2.47
H 1.17 1.54 2.30
H 0.84 0.01 -0.05
H 0.92 -2.12 0.93
H 0.35 -1.29 2.63
H 0.35 -0.25 -1.77
H 0.79 -1.52 -1.20
O 0.31 -1.20 -1.97
H -0.91 1.69 -2.04
H 0.49 1.48 -2.75
O 0.04 1.56 -1.91
H -1.68 -1.06 -1.41
H -1.58 -0.64 0.03
O -2.21 -0.70 -0.69
*
```

=====

Run R
A cluster of 3 separate species, C3H12O3 in total. Source: OMol25; level of theory: ωB97M-V with the def2-TZVPD basis set.

Calculated values
Highest occupied orbital energy, eV: -10.33
SMILES: CCCO.O.O
HOMO-LUMO gap, eV: 10.8587

The geometry in ORCA input format:
```
! RIJCOSX wB97M-V def2-TZVPD def2/J DEFGRID3
* xyz 0 1
C -0.44 0.38 -0.29
O -0.53 0.10 -1.70
C -0.07 1.85 -0.02
C 1.32 2.03 0.56
H -1.45 0.20 0.09
H 0.19 -0.37 0.19
H 0.33 -0.23 -1.99
H -0.15 2.34 -0.97
H -0.84 2.26 0.60
H 2.09 1.87 -0.19
H 1.52 3.03 0.97
H 1.49 1.37 1.41
H -1.89 -1.04 4.14
H -3.26 -0.39 4.37
O -2.83 -1.17 4.00
H 1.48 -2.49 -2.82
H 2.79 -2.89 -2.11
O 2.43 -2.56 -2.94
*
```

=====

The most stable of them is run R.

=====

Run P
A cluster of 2 separate species, C5H11N3O in total. Source: OMol25; level of theory: ωB97M-V with the def2-TZVPD basis set.

Calculated values
Highest occupied orbital energy, eV: -8.73
HOMO-LUMO gap, eV: 9.1731

The geometry in ORCA input format:
```
! RIJCOSX wB97M-V def2-TZVPD def2/J DEFGRID3
* xyz 0 1
C -2.90 -0.74 -0.02
C -1.37 -0.60 -0.45
C 0.63 0.48 -0.06
C 1.40 -1.67 1.05
C 0.09 2.63 0.27
H -2.67 -0.45 1.22
H -3.44 -1.81 -0.03
H -3.92 0.15 -0.53
H -1.44 -0.33 -1.57
H -0.90 -1.75 -0.16
H 2.13 -0.18 -1.44
H 1.31 -2.88 1.20
H 1.09 -0.74 1.71
H 0.00 3.20 -0.76
H 0.39 3.35 1.23
H -0.92 2.59 0.63
N 1.27 -0.42 -0.80
N 1.46 -1.65 -0.39
N 1.02 1.61 -0.16
O -0.62 0.17 0.41
*
```

=====

Run Q
The molecule C5H11N3O. Source: OMol25; level of theory: ωB97M-V with the def2-TZVPD basis set.

Calculated values
Highest occupied orbital energy, eV: -8.53
SMILES: C[C@H](N)/C(=C\N)C(N)=O
HOMO-LUMO gap, eV: 9.0545

The geometry in ORCA input format:
```
! RIJCOSX wB97M-V def2-TZVPD def2/J DEFGRID3
* xyz 0 1
C -1.97 0.01 -0.25
C -0.56 -0.76 -0.28
C 0.61 0.02 0.02
C 1.20 0.90 -0.94
C 1.41 -0.40 1.38
H -1.79 0.82 -0.93
H -2.23 0.52 0.76
H -2.91 -0.47 -0.24
H -0.67 -1.23 -1.14
H -1.92 -2.07 0.20
H -0.13 -2.63 0.61
H 2.31 1.11 -0.79
H 0.66 2.18 -2.75
H -0.48 0.76 -2.57
H 2.26 0.94 2.93
H 1.34 1.38 1.70
N -0.91 -1.80 0.70
N 0.29 1.35 -2.18
N 2.22 0.85 1.78
O 1.28 -1.47 1.99
*
```

=====

Run R
The molecule C5H11N3O. Source: OMol25; level of theory: ωB97M-V with the def2-TZVPD basis set.

Calculated values
Highest occupied orbital energy, eV: -8.73
SMILES: C=C(C)N(O)/C(N)=N/C
HOMO-LUMO gap, eV: 9.5998

The geometry in ORCA input format:
```
! RIJCOSX wB97M-V def2-TZVPD def2/J DEFGRID3
* xyz 0 1
C -2.33 1.22 0.43
C 2.38 0.42 0.61
N 0.49 -1.02 -0.05
C -0.77 -0.58 0.35
C 1.33 0.09 -0.43
N -1.40 -1.40 1.23
C 1.49 0.52 -1.71
O 0.34 -2.04 -1.01
N -1.08 0.63 -0.01
H 0.03 -1.53 -1.79
H -1.08 -2.36 1.16
H -2.39 -1.24 1.37
H -3.19 0.61 0.15
H -2.34 1.37 1.52
H -2.46 2.18 -0.07
H 1.95 1.04 1.40
H 3.24 0.95 0.18
H 2.78 -0.48 1.07
H 0.68 0.45 -2.43
H 2.31 1.17 -1.98
*
```

=====

The most stable of them is run R.

=====

Run P
The ion C8H17NP with charge +1. Source: OMol25; level of theory: ωB97M-V with the def2-TZVPD basis set.

Calculated values
Highest occupied orbital energy (spin up / spin down), eV: -12.72 / -12.72
HOMO-LUMO gap (spin up / spin down), eV: 8.0441 / 8.0454

The geometry in ORCA input format:
```
! RIJCOSX wB97M-V def2-TZVPD def2/J DEFGRID3
* xyz 1 1
C -1.26 0.15 -0.04
C 0.05 -1.43 1.71
C 0.09 0.72 0.36
C 0.42 -0.02 1.77
C -2.00 -0.34 1.18
C 1.54 0.65 -3.36
C 1.15 0.49 -0.71
C 0.74 1.04 -2.13
N -1.45 -1.66 1.71
P -0.58 0.91 3.08
H -1.75 0.96 -0.62
H -0.94 -0.64 -0.77
H 0.53 -1.97 0.91
H 0.40 -1.88 2.69
H 0.08 1.88 0.59
H 1.50 0.32 1.93
H -3.03 0.01 1.20
H 2.54 1.26 -3.43
H 0.99 0.93 -4.29
H 1.71 -0.39 -3.25
H 2.01 1.11 -0.47
H 1.36 -0.47 -0.89
H -0.27 0.59 -2.41
H 0.75 2.17 -2.11
H -1.77 -2.26 0.92
H -1.90 -1.98 2.57
H -0.90 -0.17 3.87
*
```

=====

Run Q
A structure of composition C8H17NP. Source: OMol25; level of theory: ωB97M-V with the def2-TZVPD basis set.

Calculated values
Highest occupied orbital energy, eV: -12.24
HOMO-LUMO gap, eV: 8.8695

The geometry in ORCA input format:
```
! RIJCOSX wB97M-V def2-TZVPD def2/J DEFGRID3
* xyz 1 1
C -1.17 -0.65 -0.53
C 0.10 1.46 0.14
C -0.78 -1.15 -2.00
C 0.30 1.27 -2.56
C 0.88 1.14 -1.20
C 0.06 -0.05 0.05
C -0.54 -0.26 3.27
C 0.86 -0.42 2.74
N -0.42 -0.06 -2.94
P 1.08 -1.21 1.10
H -2.12 -0.10 -0.40
H -1.33 -1.57 0.08
H 0.68 1.93 0.87
H -0.79 2.03 -0.07
H 0.06 -1.99 -1.87
H -1.60 -1.70 -2.37
H -0.43 2.11 -2.80
H 1.28 1.36 -3.16
H 1.95 1.11 -1.09
H -1.09 -1.20 3.11
H -0.43 -0.16 4.25
H -1.10 0.55 2.85
H 1.49 -0.98 3.39
H 1.16 0.60 2.73
H 0.00 -0.53 -3.84
H -1.31 0.19 -3.33
H 2.36 -0.73 0.94
*
```

=====

The most stable of them is run Q.